w.
Formula: C3H3NO
Source: the Open Molecules 2025 dataset
Level of theory: ωB97M-V/def2-TZVPD

Bonds (Å) are listed after each position.
Atoms and positions in Å:
1 N 0.8670 1.2535 0.5981  C2 1.319, H6 1.016, H7 1.241
2 C 0.1286 0.4423 -0.1339  N1 1.319, C3 1.311, H8 1.302
3 C -0.0877 -0.8467 -0.2343  C2 1.311, C4 1.268
4 C -0.5840 -1.9486 -0.6178  C3 1.268, O5 1.170
5 O -0.9075 -2.9905 -1.0411  C4 1.170
6 H 1.5856 0.8420 1.1875  N1 1.016
7 H -0.1413 1.9661 0.4780  N1 1.241
8 H -0.8608 1.2819 -0.2365  C2 1.302

## Properties
SMILES string: NC=C=C=O
Charge: 0
Highest occupied orbital energy, eV: -8.81

x.
Formula: C3H3NO
Source: the Open Molecules 2025 dataset
Level of theory: ωB97M-V/def2-TZVPD

Bonds (Å) are listed after each position.
Atoms and positions in Å:
1 C 0.2379 0.6684 1.0272  C2 1.309, H4 1.083, H5 1.081
2 C 1.2958 0.2162 0.4026  C1 1.309, O3 1.170
3 O 2.2074 -0.2260 -0.1828  C2 1.170
4 H -0.3991 1.4037 0.5516  C1 1.083
5 H -0.0508 0.2139 1.9649  C1 1.081
6 C -1.0899 -0.7718 -1.2292  N7 1.154, H8 1.072
7 N -2.1812 -0.4455 -1.0462  C6 1.154
8 H -0.0715 -1.0612 -1.3970  C6 1.072

## Properties
SMILES string: C=C=O.C#N
Charge: 0
Highest occupied orbital energy, eV: -9.66

y.
Formula: C3H3NO
Source: the Open Molecules 2025 dataset
Level of theory: ωB97M-V/def2-TZVPD

Bonds (Å) are listed after each position.
Atoms and positions in Å:
1 N -1.1055 0.1610 0.1488  C2 1.121, H4 0.994
2 C -2.0988 -0.3068 -0.0783  N1 1.121, O3 1.135
3 O -3.1656 -0.6696 -0.2150  C2 1.135
4 H -0.2859 0.3385 0.6833  N1 0.994
5 C 1.2732 0.7490 -0.2990  C6 1.175, H7 1.140
6 C 2.0106 0.0241 0.2598  C5 1.175, H8 1.134
7 H 0.5216 0.3746 -1.0698  C5 1.140
8 H 2.8505 -0.6710 0.5702  C6 1.134

## Properties
SMILES string: N=C=O.C#C
Charge: 0
Highest occupied orbital energy, eV: -10.85

z.
Formula: C3H3NO
Source: the Open Molecules 2025 dataset
Level of theory: ωB97M-V/def2-TZVPD

Bonds (Å) are listed after each position.
Atoms and positions in Å:
1 N 1.4179 1.8696 -0.7650  C2 1.156
2 C 1.0921 0.9306 -0.1740  N1 1.156, C3 1.426
3 C 0.3057 -0.0484 0.5017  C2 1.426, C4 1.397, O5 1.394, H6 1.141
4 C -0.6741 -0.6120 -0.3197  C3 1.397, O5 1.440, H7 1.182, H8 1.064
5 O -0.9991 0.4288 0.6205  C3 1.394, C4 1.440
6 H 0.6821 -0.5194 1.4701  C3 1.141
7 H -1.0646 -1.6752 0.0193  C4 1.182
8 H -0.7600 -0.3741 -1.3530  C4 1.064

## Properties
SMILES string: N#C[C@@H]1CO1
Charge: 0
Highest occupied orbital energy, eV: -11.27

Most favorable structure: x. The second most favorable one is 0.523 eV above it.

w.
Formula: C3H3NO
Source: the Open Molecules 2025 dataset
Level of theory: ωB97M-V/def2-TZVPD

Bonds (Å) are listed after each position.
Atoms and positions in Å:
1 C -1.0488 -0.6187 1.0148  C3 1.431, N4 1.257, H6 1.149
2 C 1.3821 0.8378 -0.6851  O5 1.199, H7 1.144
3 C -0.6125 -0.6327 -0.3477  C1 1.431, N4 1.435, H8 1.067
4 N -1.5844 0.2310 0.2591  C1 1.257, C3 1.435
5 O 1.8510 1.2972 0.3182  C2 1.199
6 H -0.8700 -0.6801 2.1486  C1 1.149
7 H 1.8212 0.9949 -1.7302  C2 1.144
8 H -0.9385 -1.4293 -0.9777  C3 1.067

## Properties
Charge: 0
Highest occupied orbital energy (spin up / spin down), eV: -8.19 / -8.25

x.
Formula: C3H3NO
Source: the Open Molecules 2025 dataset
Level of theory: ωB97M-V/def2-TZVPD

Bonds (Å) are listed after each position.
Atoms and positions in Å:
1 N -2.3503 0.0613 0.0226  C2 1.249, H6 1.033
2 C -1.2345 0.3802 0.4854  N1 1.249, C3 1.281
3 C 0.0392 0.2407 0.4899  C2 1.281, C4 1.423, O5 1.362
4 C 1.2702 0.1590 -0.2189  C3 1.423, O5 1.464, H7 1.091, H8 1.079
5 O 0.9829 -0.5977 1.0014  C3 1.362, C4 1.464
6 H -2.0239 -0.7301 -0.5564  N1 1.033
7 H 1.3040 -0.4454 -1.1265  C4 1.091
8 H 2.0124 0.9320 -0.0974  C4 1.079

## Properties
SMILES string: N=C=C1CO1
Charge: 0
Highest occupied orbital energy, eV: -8.80

Most favorable structure: x. The second most favorable one is 1.718 eV above it.

w.
Formula: C5H17NO2
Source: the Open Molecules 2025 dataset
Level of theory: ωB97M-V/def2-TZVPD

Bonds (Å) are listed after each position.
Atoms and positions in Å:
1 C -1.0871 -0.5076 2.6748  C2 1.591, H7 1.146, H8 1.141, H9 1.141
2 C 0.0569 -0.7845 1.6037  C1 1.591, C3 1.588, H10 1.095, H11 1.072
3 C -0.0324 -0.0973 0.1744  C2 1.588, N4 1.460, H12 1.078, H13 1.029
4 N 0.0785 1.3431 0.3842  C3 1.460, C5 1.509, C6 1.492
5 C 1.1112 2.0344 -0.4719  N4 1.509, H14 1.069, H15 1.122, H16 1.112
6 C -1.2394 2.0435 0.3902  N4 1.492, H17 1.097, H18 1.076, H19 1.112
7 H -0.5166 -0.0590 3.5613  C1 1.146
8 H -1.9945 0.1380 2.4255  C1 1.141
9 H -1.7193 -1.4394 2.8601  C1 1.141
10 H -0.0374 -1.8662 1.4610  C2 1.095
11 H 0.9368 -0.7021 2.2098  C2 1.072
12 H -1.0126 -0.4106 -0.1466  C3 1.078
13 H 0.8528 -0.3545 -0.2823  C3 1.029
14 H 2.0944 1.7169 -0.1967  C5 1.069
15 H 1.1681 3.1375 -0.2730  C5 1.122
16 H 1.0675 2.0071 -1.5832  C5 1.112
17 H -1.1943 3.0421 0.8425  C6 1.097
18 H -1.6079 2.0839 -0.6198  C6 1.076
19 H -1.9782 1.3588 0.8600  C6 1.112
20 O 0.8199 -2.8384 -1.4926  H21 0.951, H22 0.964
21 H 1.6286 -3.3268 -1.6048  O20 0.951
22 H 0.9666 -2.5292 -0.5910  O20 0.964
23 O 0.0775 -0.5557 -2.6763  H24 0.854, H25 0.929
24 H 0.1962 0.0990 -2.1404  O23 0.854
25 H 0.5648 -1.2754 -2.3474  O23 0.929

## Properties
SMILES string: CCCN(C)C.O.O
Charge: 0
Highest occupied orbital energy, eV: -8.34

x.
Formula: C5H17NO2
Source: the Open Molecules 2025 dataset
Level of theory: ωB97M-V/def2-TZVPD

Bonds (Å) are listed after each position.
Atoms and positions in Å:
1 C -1.5435 -1.0392 1.8699  C2 1.539, H7 1.080, H8 1.104, H9 1.080
2 C -0.4706 -1.3238 0.8038  C1 1.539, C3 1.586, H10 1.105, H11 1.099
3 C -0.2224 -0.2141 -0.3020  C2 1.586, N4 1.456, H12 1.129, H13 1.073
4 N -0.5637 1.1137 0.1885  C3 1.456, C5 1.436, C6 1.480
5 C 0.6055 1.8644 0.5505  N4 1.436, H14 1.089, H15 1.080, H16 1.146
6 C -1.4613 1.8340 -0.7420  N4 1.480, H17 1.086, H18 1.093, H19 1.081
7 H -2.0765 -1.8311 2.3749  C1 1.080
8 H -1.1739 -0.4570 2.7325  C1 1.104
9 H -2.1017 -0.2141 1.4522  C1 1.080
10 H -0.8377 -2.2053 0.2483  C2 1.105
11 H 0.4402 -1.4949 1.3944  C2 1.099
12 H -0.8467 -0.7078 -1.1024  C3 1.129
13 H 0.8023 -0.1289 -0.6097  C3 1.073
14 H 1.2411 1.2377 1.1734  C5 1.089
15 H 0.2893 2.8070 0.9716  C5 1.080
16 H 1.2086 2.1049 -0.3935  C5 1.146
17 H -1.5402 2.8210 -0.2955  C6 1.086
18 H -1.0511 1.9515 -1.7481  C6 1.093
19 H -2.3976 1.2934 -0.7327  C6 1.081
20 O 1.8798 -3.1977 -0.5052  H21 0.969, H22 0.960
21 H 1.7955 -2.2626 -0.7442  O20 0.969
22 H 1.6775 -3.1966 0.4337  O20 0.960
23 O 2.0032 0.0941 -2.1802  H24 0.959, H25 0.961
24 H 1.7658 0.3987 -3.0576  O23 0.959
25 H 2.5781 0.7529 -1.7806  O23 0.961

## Properties
SMILES string: CCCN(C)C.O.O
Charge: 0
Highest occupied orbital energy, eV: -8.33

Most favorable structure: x. The second most favorable one is 0.855 eV above it.